12 unconnected molecules or ions with the total composition C48H66F18O30 at a distorted geometry. Source: the Open Molecules 2025 dataset; level of theory: the ωB97M-V functional and the def2-TZVPD basis.

```
162
Properties=species:S:1:pos:R:3:forces:R:3:lowdin_charge:R:1
F 6.400456 -1.689720 2.154813 0.2 -0.2 -0.1 0.182
F 4.021919 5.467119 1.022610 0.2 0.1 -0.2 0.172
F 5.913048 5.142521 2.028498 -0.1 0.0 -0.1 0.166
F -0.429538 3.675705 1.159718 -0.3 -0.3 0.0 0.186
F 5.458685 -1.954255 0.224840 -0.1 0.1 0.0 0.172
F -3.159200 -0.285040 4.453465 0.2 -0.4 0.3 0.128
F 1.698415 3.212657 1.144112 -0.1 -0.7 0.3 0.167
F 1.070560 5.235991 1.299911 -0.4 0.2 0.1 0.175
F -1.993125 -1.178354 6.062265 -0.3 -0.1 -0.1 0.171
F -11.459183 -0.866641 -0.372866 0.5 -0.2 0.3 0.162
F -2.284475 1.723277 -0.316737 -0.4 0.5 -0.1 0.194
F -3.675478 -2.260843 5.178447 0.3 0.0 0.1 0.182
F 4.468142 -0.837111 1.824608 -0.2 0.0 -0.3 0.163
F -2.533416 -0.338629 0.277857 -0.4 -0.1 -0.1 0.160
F -1.486466 1.017132 1.574557 -0.2 0.4 0.6 0.174
F -9.951897 -2.419654 -0.614962 0.0 -0.1 -0.1 0.179
F -10.257189 -0.880807 -2.139346 0.3 -0.4 0.1 0.160
F 5.919553 5.829503 -0.015396 -0.4 0.0 0.0 0.169
O -1.443996 -2.699187 -5.720095 -0.3 0.0 -0.1 0.151
O 3.478285 -2.102659 -4.121436 0.2 0.4 0.1 0.069
O 4.661684 2.750432 1.046353 -0.6 -0.2 -0.2 0.179
O -0.257426 0.512937 -1.569936 -0.1 0.3 -0.6 0.170
O -3.766906 5.205708 -2.730502 -0.7 0.0 -0.1 0.086
O 6.008894 -7.778495 -2.525256 -0.3 -0.1 -0.4 0.166
O 0.396079 -0.325132 0.402562 -0.7 -0.1 0.4 0.042
O -4.121213 6.343223 -4.648685 -0.3 -0.1 0.1 0.160
O 1.792744 3.535699 -1.293303 0.1 -0.5 0.2 0.016
O 5.205497 -3.865895 2.887738 0.6 0.7 -0.4 0.047
O 0.357696 3.291154 4.026879 -0.4 0.3 -0.4 0.083
O 4.357431 -1.393084 -2.175542 -0.2 -0.1 -0.6 0.122
O 0.050722 5.362298 4.848996 -0.3 0.3 -0.3 0.182
O -9.365429 0.994741 -0.164012 -0.3 -0.3 0.1 0.182
O 0.110869 5.045692 -1.343782 -0.6 0.5 -0.6 0.190
O -6.212040 3.070093 2.030757 0.0 0.0 0.1 0.084
O 6.166593 3.351310 -0.529682 -0.3 0.8 -0.2 0.027
O -3.325576 -3.210786 -4.626853 -0.8 -0.5 -0.1 0.097
O -4.036066 3.181907 1.597675 0.3 -0.6 0.3 0.063
O 3.457307 -3.495822 1.549304 -0.4 0.4 -0.3 0.125
O 5.981340 -5.815984 -1.484734 -0.2 0.1 1.1 0.082
O -2.001621 -1.613554 -3.840441 0.0 -0.4 0.0 0.076
O -3.657482 4.154740 -4.666547 -0.6 -0.7 -0.6 0.078
O 4.207711 -6.383107 -2.672528 0.4 -0.9 -0.6 0.070
O -8.081859 -0.797183 0.211434 -0.1 -0.9 0.0 0.054
O 3.031048 -0.067915 -3.349224 -0.5 1.2 -1.1 0.070
O -0.525817 -2.370196 4.285331 -0.1 -0.3 1.1 0.039
O -2.026526 -1.959954 2.685390 -0.5 -0.3 0.1 0.162
O -5.460485 3.450302 -0.076951 -0.5 -0.6 0.0 0.165
O -0.723128 3.563567 5.962851 -0.2 0.3 -0.7 0.061
C 2.190142 3.628725 -2.652466 0.6 0.0 -1.2 -0.196
C 0.764991 4.059195 0.741710 0.9 1.0 -0.1 -0.559
C -7.055251 0.031085 0.740188 1.0 1.6 -0.2 -0.218
C 5.670057 -6.034332 3.893088 -0.4 0.3 -1.3 -0.043
C 2.561937 0.460502 -0.294712 0.5 0.1 -0.2 -0.056
C -0.128956 4.195776 4.900297 0.6 -0.3 1.0 -0.547
C 1.658960 -0.753670 -0.116590 1.8 0.3 0.3 -0.160
C 0.393919 -2.973061 3.383378 1.5 -0.4 -1.3 -0.212
C -0.665666 2.157448 5.768428 -0.2 0.1 -0.3 -0.096
C -3.048833 -1.699089 -2.866859 0.0 -0.2 0.3 -0.303
C 5.274877 5.042239 0.848656 0.1 0.3 0.4 -0.541
C 5.456752 -6.760026 -2.266846 -0.6 -0.1 0.0 -0.565
C 2.213858 -0.212774 -4.521692 -0.2 -0.1 -1.1 -0.069
C 2.497705 -5.103964 -1.606495 -0.7 -0.1 -0.9 -0.011
C 5.243341 -1.891539 1.529987 0.2 0.2 0.6 -0.548
C -6.103198 2.056634 4.233064 0.0 0.2 0.7 -0.022
C 4.999207 -4.828853 -1.196353 0.2 2.0 -2.2 -0.080
C 6.229712 2.098873 -1.215869 0.5 -0.5 -0.4 -0.187
C 4.522109 -3.169182 1.991690 0.1 -0.9 0.5 -0.390
C 0.328952 -4.487195 3.366085 -1.0 0.1 0.3 -0.045
C -2.096414 2.454317 -4.250355 0.0 -0.2 0.0 -0.016
C -3.752856 -0.370352 -2.775341 -0.8 0.1 0.0 -0.017
C 1.729729 -2.429963 -5.687753 0.5 -0.6 -1.1 -0.012
C -5.596209 3.174964 3.343210 -0.6 -1.2 -0.4 -0.273
C 6.757553 0.955997 -0.389022 0.2 -0.8 0.3 -0.060
C -2.210357 -2.530301 -4.821865 1.2 0.6 0.0 -0.569
C -3.350202 3.108419 -3.722166 0.3 0.9 0.0 -0.294
C 4.610169 -5.081857 3.346895 -0.7 -0.5 1.1 -0.205
C -3.228346 3.926124 -2.432279 1.0 -0.5 0.4 -0.095
C 3.874075 -5.059511 -2.244279 0.5 -0.8 1.7 -0.281
C -0.094852 1.986446 4.357101 1.0 -0.6 0.6 -0.317
C -9.188417 -0.189176 -0.188153 0.5 0.9 0.0 -0.391
C -10.221464 -1.138061 -0.819220 -0.7 0.5 -0.3 -0.540
C -4.098945 3.097054 3.006280 -0.5 1.3 1.1 -0.091
C 1.067364 1.005208 4.329283 -0.6 -0.5 -0.3 0.005
C -5.792761 -0.711478 1.095125 -0.2 -0.6 0.4 -0.049
C 2.783669 -1.449879 -5.224435 -0.9 -0.6 1.6 -0.269
C 3.332428 4.608113 -2.812440 0.4 0.3 -0.2 -0.038
C -1.711914 0.721109 0.306862 0.4 -0.7 0.0 -0.577
C 3.683008 -1.195100 -3.154240 1.0 -1.2 1.2 -0.585
C -2.649029 -1.448910 4.931925 0.1 0.5 -0.3 -0.520
C -3.908935 5.327230 -4.068006 0.6 0.3 0.3 -0.569
C 5.267587 3.566310 0.426698 1.2 -0.5 0.1 -0.395
C -3.906131 -2.876702 -3.377983 -0.1 0.7 0.5 -0.073
C -5.280636 3.218541 1.077348 0.3 0.9 -0.2 -0.567
C 0.817143 4.275341 -0.789781 0.5 -0.5 0.3 -0.389
C -1.709485 -2.012134 3.839097 0.3 0.6 -1.1 -0.392
C -0.425109 0.323327 -0.403627 0.9 -0.7 -0.1 -0.395
H -3.840122 -3.725060 -2.699478 -0.1 -0.1 -0.2 0.134
H -1.671177 1.737478 5.745827 0.0 0.0 0.7 0.118
H -6.739227 0.810326 0.036091 -0.5 -0.2 -0.5 0.125
H -5.760947 1.061409 3.948570 0.1 0.1 -0.3 0.075
H -5.297491 -1.212075 0.262774 -0.2 0.2 -0.2 0.067
H -7.185995 2.031776 4.356926 0.0 0.2 -0.4 0.090
H 6.915471 2.255054 -2.049917 0.0 0.4 0.1 0.128
H 2.143592 -1.330215 0.671097 -0.5 -0.2 0.2 0.100
H 2.253790 1.136911 -1.086723 -0.3 0.0 0.2 0.058
H 1.172527 -0.224542 -4.204406 0.0 -0.4 0.0 0.134
H 3.030227 5.642444 -2.652657 0.0 0.0 0.0 0.091
H -2.195757 4.117504 -2.125275 0.1 -0.3 -0.1 0.122
H -3.741318 3.410159 -1.625417 -0.3 0.5 0.1 0.096
H -5.951126 -1.481569 1.852970 0.0 0.1 0.1 0.086
H -0.032014 1.754147 6.558507 -0.2 -0.3 -0.1 0.138
H 5.228925 -7.028844 3.942913 0.0 0.0 0.3 0.083
H 2.570007 2.659165 -2.984100 -0.2 -0.3 0.6 0.109
H 0.885165 -2.551559 -5.015925 0.1 0.3 0.2 0.070
H 1.521604 0.929618 3.340942 0.1 0.2 0.0 0.083
H -3.616949 2.234534 3.463839 0.1 -0.2 -0.5 0.116
H -5.867844 4.141197 3.762673 0.0 0.1 -0.1 0.154
H -0.716709 -4.757662 3.192000 0.1 -0.2 0.0 0.085
H 0.908598 -4.899269 2.543142 0.2 0.1 0.0 0.076
H 0.290864 -2.620641 2.356490 -0.5 0.3 0.2 0.116
H 6.900800 0.087518 -1.037144 -0.5 0.0 0.0 0.084
H 6.097466 0.702972 0.437431 -0.1 -0.1 -0.1 0.053
H 0.639973 -4.928585 4.312381 0.1 0.0 0.0 0.082
H 2.005001 -4.131136 -1.640046 0.1 0.1 0.2 0.076
H 1.581097 -1.447162 -0.953110 -0.4 0.4 -0.3 0.125
H -1.710800 1.666238 -3.603066 0.1 0.2 0.2 0.059
H 1.370510 3.828453 -3.344113 -0.3 0.4 0.4 0.126
H 0.630775 0.022286 4.530688 0.1 -0.1 0.1 0.074
H -7.413605 0.662857 1.555530 -0.3 -0.5 0.3 0.122
H -2.283858 1.982142 -5.216220 -0.1 0.1 0.0 0.092
H 5.475314 -3.902825 -1.521578 -0.1 0.3 0.8 0.121
H 2.317315 0.519135 -5.328422 0.2 1.0 1.0 0.138
H -3.687764 4.014459 3.431078 0.6 -0.2 -0.1 0.139
H 1.327175 -2.226439 -6.680927 0.0 0.4 0.1 0.094
H 7.758399 1.058798 0.036691 0.0 0.8 -0.1 0.090
H 3.968779 -4.373034 -3.083395 -0.2 0.0 0.0 0.138
H 2.457758 -5.508438 -0.595914 0.4 0.2 0.1 0.081
H 5.263336 1.887202 -1.680398 -0.2 -0.1 0.4 0.121
H 4.187389 4.379778 -2.172331 -0.3 -0.1 0.4 0.064
H 3.940670 -4.806466 4.169075 -0.1 0.1 -0.2 0.129
H 1.814789 1.199337 5.096122 0.0 0.2 -0.1 0.097
H 3.568401 -1.113225 -5.902343 -0.3 -0.4 -0.4 0.158
H -4.199410 -0.110242 -3.738816 0.0 -0.1 -0.1 0.103
H 2.207394 -3.406285 -5.800438 0.0 0.0 0.1 0.092
H 4.598138 -4.741289 -0.192686 0.4 -0.7 0.2 0.104
H -4.944560 -2.558762 -3.472797 0.0 -0.3 -0.4 0.136
H 6.435781 -6.099007 3.118075 0.4 0.0 0.4 0.086
H 2.661742 0.981852 0.656826 -0.4 0.2 0.0 0.069
H -4.179328 2.408116 -3.606195 -0.2 0.1 -0.5 0.139
H -3.144730 0.480016 -2.477718 0.4 -0.3 0.1 0.053
H 1.402265 -2.662756 3.661829 -0.2 0.2 0.4 0.122
H -1.363573 3.248188 -4.397459 0.2 -0.2 0.1 0.091
H 3.783174 4.522058 -3.804804 -0.4 0.1 -0.2 0.087
H 6.040881 -5.709200 4.858679 0.2 -0.1 -0.1 0.081
H 3.598980 0.210532 -0.519317 -0.2 -0.5 -0.2 0.059
H -0.883587 1.646365 3.686353 0.1 0.3 -0.3 0.123
H -2.646945 -2.036757 -1.908915 0.4 0.5 0.0 0.144
H -4.574883 -0.436718 -2.057035 0.0 0.0 0.0 0.086
H -5.742810 2.243608 5.249694 0.2 -0.1 0.0 0.092
H 1.873603 -5.780621 -2.197224 0.0 0.1 -0.1 0.088
H -5.101987 0.041297 1.478855 0.1 -0.1 0.1 0.069
H 3.982438 -5.504107 2.562537 0.3 -0.1 -0.1 0.119
```
Positions in Å, forces in eV/Å.

Results
Maximum force in Eh/bohr: 0.05716
Charge: 0
HOMO-LUMO gap in eV: 10.31
SMILES string: CCOC(=O)C(F)(F)F.CCOC(=O)C(F)(F)F.CCOC(=O)C(F)(F)F.CCOC(=O)C(F)(F)F.CCOC(=O)C(F)(F)F.CCOC(=O)C(F)(F)F.C[C@H]1COC(=O)O1.C[C@H]1COC(=O)O1.C[C@H]1COC(=O)O1.C[C@H]1COC(=O)O1.C[C@H]1COC(=O)O1.C[C@H]1COC(=O)O1
Electronic energy in a.u.: -5923.6022